C23H29IrN3O10PS as an isolated structure, computed with ωB97M-V/def2-TZVPD.

Geometry as XYZ:
```
68
Properties=species:S:1:pos:R:3:forces:R:3
C 0.7396 0.0629 5.1333 -0.054 -0.019 -0.092
O -3.2751 5.4338 0.9778 -0.143 0.271 -0.058
H -2.7483 -4.9794 2.2905 -0.001 -0.006 -0.007
C -2.9818 -4.3336 1.4448 0.016 0.010 0.001
H 0.0551 -3.1299 -4.2342 -0.005 0.009 0.003
C 4.5411 0.3019 -0.8064 -0.006 -0.060 0.027
H 1.6920 1.5840 -1.6677 0.009 0.004 -0.003
H -2.7810 -4.8720 0.5193 -0.007 -0.007 0.004
H -2.3887 -2.4134 0.6556 0.011 0.017 -0.013
C 3.3649 -4.4389 2.0854 -0.017 0.005 0.007
H 1.3148 -4.1584 2.7002 -0.006 -0.009 0.002
S 0.6273 -0.3857 3.4507 0.052 -0.190 -0.110
C -0.4702 4.0850 1.0050 0.081 -0.063 0.018
C -2.2392 3.0116 -0.2266 0.003 0.055 0.019
H -3.1995 3.0031 -0.7228 0.010 0.000 -0.027
C -1.5061 1.8427 -0.1412 0.063 -0.009 -0.147
O 1.3685 -1.6150 3.1959 0.030 0.143 0.224
H -1.3811 0.2249 5.3747 0.007 -0.003 0.009
C 0.1869 2.8690 1.0507 -0.060 0.041 -0.032
C 1.9961 0.1531 5.7222 0.060 -0.035 -0.018
H 0.0750 1.2183 9.7281 0.000 0.001 0.000
O -1.9349 6.3769 -0.6408 0.000 0.065 -0.067
O 1.2532 0.7196 2.6323 -0.006 -0.293 -0.159
H -4.0440 -4.0897 1.4793 0.001 -0.002 0.004
O -0.7533 -3.4171 1.4982 0.021 0.002 -0.048
N 2.3943 0.1279 -0.2651 -0.170 0.291 -0.062
P 0.2415 -2.7446 0.4950 -0.112 -0.352 0.057
H 0.1502 -1.6866 -2.1754 0.015 -0.015 0.004
C 0.9354 0.7429 7.8130 -0.015 0.000 -0.005
H -0.0350 4.9576 1.4713 0.002 0.012 -0.024
C 1.0534 1.1101 9.2644 0.006 0.002 -0.002
C -2.1776 -3.0617 1.5060 -0.013 -0.029 0.034
C -0.3078 0.6428 7.1967 0.032 -0.001 0.009
C -0.4160 0.3047 5.8563 -0.041 0.021 -0.033
H 3.0574 0.5661 7.5258 -0.001 0.002 0.002
H 3.8348 -1.0808 0.7650 0.007 0.007 0.002
H 5.6087 0.2261 -0.9051 -0.003 0.002 0.000
C 2.5028 1.0291 -1.2261 0.126 -0.085 0.076
O -1.2237 -0.4700 -0.5498 0.156 -0.073 -0.130
C 3.6627 -0.3335 0.0096 -0.027 -0.104 0.018
H 3.5880 -5.2212 2.8113 0.006 0.000 -0.005
H -2.3365 -2.5055 2.4269 0.006 0.010 -0.011
H 1.5282 -5.3700 1.4126 -0.014 0.004 -0.007
N -0.3270 1.7793 0.4718 -0.044 -0.029 0.003
H 1.1291 2.7503 1.5654 -0.005 -0.012 0.006
O -3.0696 0.5297 -1.3301 0.095 -0.031 -0.121
H 1.3921 -2.9686 -2.1453 -0.002 -0.019 0.017
H 2.8863 -0.0506 5.1409 -0.006 0.000 0.013
C 0.3193 -2.7645 -2.1442 -0.024 -0.008 -0.069
H -0.2579 -4.5363 -3.2083 -0.008 -0.002 -0.016
H 3.9278 -4.6437 1.1751 0.008 -0.001 0.006
C -0.3772 -3.4567 -3.2883 0.010 0.009 0.027
C -2.3324 5.5488 0.1128 -0.043 -0.412 0.339
H 1.6094 0.3484 9.8123 -0.001 0.001 -0.003
H 4.1387 1.7653 -2.2991 0.001 0.006 0.003
O -0.2467 -3.2767 -0.9098 0.077 0.096 0.025
C 1.8847 -4.4221 1.8134 0.045 0.022 -0.009
N 3.7883 1.1530 -1.5803 -0.024 0.055 -0.066
H 3.6827 -3.4842 2.5044 0.002 0.001 -0.005
Ir 0.4928 -0.3685 0.7348 -0.088 0.504 0.123
O 1.6378 -3.3940 0.7989 -0.012 0.003 0.043
C -1.6822 4.1469 0.3335 0.141 0.096 -0.231
C 2.0842 0.4950 7.0561 -0.032 0.006 0.005
O -0.7792 -0.4712 3.0425 0.090 0.021 0.062
C -2.0126 0.5549 -0.7563 -0.196 0.090 0.375
H 1.5915 2.0522 9.3802 -0.001 -0.002 0.001
H -1.2062 0.8281 7.7713 0.004 0.002 0.008
H -1.4390 -3.2144 -3.2890 -0.002 -0.014 0.002
```
Forces are in eV/Å.

The total charge is +1. Its multiplicity is 6. The LUMO energy (spin up / spin down) comes out at -0.10817 / -0.20564 Ha. For the HOMO-LUMO gap (spin up / spin down), the calculation gives 7.9 / 6.2 eV. The value obtained for the largest force on an atom is 0.54 eV Å⁻¹.

These are the Löwdin partial charges, in e, on atoms 1 to 4: -0.292 0.262 0.085 -0.056